Here is C57H87AsBiN6O4 as an isolated structure from OMol25. Energies are from ωB97M-V/def2-TZVPD.

Properties
LUMO: 0.07565 Ha
orbital gap: 0.2309 Eh
relative energy (zero: lowest compared OMol25 entry of this formula, charge and spin): 66.03 kJ/mol
total charge: -1

Each line ends with the Löwdin charge.
Cartesian coordinates (Å):
Bi -0.85 0.28 0.43  1.981
C -1.42 -5.83 6.31  -0.067
C -0.54 -4.60 6.03  -0.560
C 0.93 -5.05 6.09  -0.068
C -0.78 -3.56 7.14  -0.048
C -0.88 -3.96 4.69  -0.183
C 0.06 -3.26 3.95  -0.001
C -0.27 -2.53 2.81  -0.128
C 0.89 -1.73 2.23  -0.133
N 0.97 -1.47 0.76  -0.244
C 2.28 -0.84 0.51  -0.163
C 2.36 -0.20 -0.87  -0.126
N 1.20 0.66 -1.16  -0.196
C 0.67 0.48 -2.51  -0.152
C 0.11 -0.93 -2.70  -0.141
N -0.82 -1.31 -1.62  -0.227
C -0.53 -2.60 -0.97  -0.175
C 0.74 -2.65 -0.10  -0.132
C -2.25 -1.30 -2.03  -0.133
C -2.66 -0.10 -2.86  -0.153
C -3.19 -0.33 -4.12  -0.001
C -3.70 0.70 -4.89  -0.178
C -3.62 1.98 -4.34  0.007
C -3.05 2.28 -3.11  -0.076
C -2.60 1.19 -2.31  -0.313
O -2.17 1.39 -1.08  -0.340
C -3.03 3.76 -2.66  -0.520
C -4.45 4.15 -2.23  -0.042
C -2.08 4.07 -1.49  -0.058
C -2.59 4.65 -3.83  -0.059
C -4.40 0.48 -6.24  -0.562
C -4.14 -0.93 -6.78  -0.075
C -3.90 1.48 -7.29  -0.057
C -5.91 0.66 -6.05  -0.050
C 1.49 2.06 -0.77  -0.178
C 2.45 2.96 1.37  -0.319
C 2.08 4.39 1.09  0.047
C 1.85 5.29 2.05  -0.144
C 1.86 4.83 3.43  0.052
C 2.08 3.57 3.85  -0.061
C 2.33 2.53 2.84  -0.273
O 2.42 1.35 3.10  0.072
C 1.92 3.26 5.36  -0.526
C 0.43 3.42 5.72  -0.039
C 2.37 1.85 5.77  -0.062
C 2.76 4.25 6.18  -0.055
C 1.59 6.76 1.68  -0.553
C 2.85 7.34 1.04  -0.044
C 0.43 6.84 0.67  -0.054
C 1.22 7.61 2.89  -0.073
C -1.62 -2.45 2.37  -0.324
O -1.99 -1.64 1.40  -0.339
C -2.57 -3.29 3.03  -0.085
C -2.18 -3.97 4.18  0.004
C -4.04 -3.38 2.59  -0.524
C -4.64 -4.75 2.99  -0.072
C -4.83 -2.28 3.30  -0.037
C -4.25 -3.25 1.07  -0.059
H -1.07 -6.34 7.21  0.078
H -1.39 -6.53 5.47  0.091
H -2.46 -5.55 6.48  0.074
H 1.11 -5.59 7.02  0.079
H 1.61 -4.19 6.08  0.075
H 1.18 -5.70 5.25  0.091
H -0.59 -3.99 8.13  0.081
H -1.82 -3.21 7.12  0.084
H -0.13 -2.70 7.00  0.086
H 1.10 -3.24 4.27  0.108
H 1.80 -2.26 2.51  0.125
H 0.95 -0.75 2.71  0.116
H 3.08 -1.60 0.60  0.136
H 2.45 -0.08 1.27  0.097
H 2.43 -0.97 -1.64  0.102
H 3.28 0.39 -0.91  0.134
H 1.43 0.66 -3.28  0.136
H -0.13 1.21 -2.66  0.109
H 0.92 -1.66 -2.74  0.110
H -0.40 -0.96 -3.66  0.126
H -0.46 -3.41 -1.71  0.130
H -1.38 -2.81 -0.32  0.091
H 1.62 -2.78 -0.74  0.111
H 0.66 -3.54 0.51  0.132
H -2.84 -1.35 -1.11  0.108
H -2.47 -2.20 -2.61  0.126
H -3.20 -1.35 -4.49  0.102
H -4.03 2.81 -4.92  0.098
H -4.78 3.54 -1.39  0.081
H -5.17 4.01 -3.05  0.078
H -4.48 5.21 -1.93  0.084
H -2.41 3.63 -0.56  0.044
H -2.03 5.15 -1.37  0.080
H -1.07 3.70 -1.69  0.070
H -3.31 4.67 -4.65  0.068
H -1.63 4.31 -4.23  0.092
H -2.46 5.68 -3.48  0.080
H -3.07 -1.13 -6.88  0.089
H -4.60 -1.04 -7.76  0.080
H -4.57 -1.70 -6.12  0.079
H -2.81 1.46 -7.36  0.091
H -4.19 2.50 -7.04  0.073
H -4.32 1.24 -8.27  0.079
H -6.29 -0.05 -5.31  0.088
H -6.44 0.49 -7.00  0.081
H -6.14 1.67 -5.70  0.080
H 0.64 2.67 -1.10  0.115
H 2.42 2.41 -1.23  0.117
H 2.06 4.66 0.04  0.123
H 1.64 5.57 4.19  0.090
H -0.19 2.82 5.05  0.063
H 0.11 4.46 5.64  0.079
H 0.25 3.08 6.75  0.085
H 1.73 1.08 5.34  0.074
H 2.31 1.79 6.86  0.078
H 3.39 1.65 5.46  0.092
H 2.43 5.29 6.06  0.069
H 3.81 4.19 5.88  0.094
H 2.69 4.01 7.24  0.080
H 3.17 6.75 0.18  0.082
H 3.68 7.34 1.76  0.090
H 2.68 8.37 0.71  0.081
H 0.68 6.36 -0.28  0.077
H 0.17 7.88 0.47  0.080
H -0.46 6.33 1.07  0.085
H 2.03 7.64 3.63  0.083
H 0.31 7.24 3.39  0.085
H 1.02 8.63 2.57  0.080
H -2.93 -4.55 4.71  0.090
H -4.82 -4.84 4.06  0.072
H -3.99 -5.57 2.68  0.091
H -5.61 -4.87 2.49  0.078
H -4.74 -2.38 4.39  0.086
H -5.90 -2.33 3.04  0.086
H -4.46 -1.29 3.02  0.053
H -3.70 -4.04 0.54  0.091
H -3.91 -2.29 0.70  0.046
H -5.31 -3.37 0.84  0.080
C -3.41 3.72 2.92  -0.317
As -2.61 2.16 2.07  1.051
C -2.09 1.15 3.70  -0.298
C -4.30 1.21 1.71  -0.312
H -4.06 4.21 2.20  0.016
H -2.63 4.42 3.22  0.013
H -3.98 3.40 3.79  0.018
H -2.56 1.57 4.59  0.023
H -1.01 1.19 3.81  0.001
H -2.39 0.11 3.59  0.010
H -4.97 1.26 2.57  0.027
H -4.08 0.16 1.49  -0.009
H -4.78 1.66 0.84  0.016
O 0.31 2.00 1.19  -0.446
N 1.61 2.01 0.64  -0.187
C 3.93 2.83 0.99  -0.192
C 4.91 2.27 1.84  -0.282
N 5.72 1.80 2.54  0.090
C 4.37 3.36 -0.24  -0.317
N 4.71 3.76 -1.28  0.087

---

Here is C57H87AsBiN6O4 as an isolated structure from OMol25. Energies are from ωB97M-V/def2-TZVPD.

Properties
LUMO: 0.07304 Ha
orbital gap: 0.2518 Eh
relative energy (zero: lowest compared OMol25 entry of this formula, charge and spin): 0.00 kJ/mol
total charge: -1

Each line ends with the Löwdin charge.
Cartesian coordinates (Å):
Bi 0.70 -0.39 -0.39  2.017
C -2.50 -8.19 0.69  -0.071
C -2.76 -7.11 -0.35  -0.562
C -2.43 -7.68 -1.73  -0.055
C -4.25 -6.75 -0.30  -0.054
C -1.93 -5.85 -0.10  -0.178
C -2.00 -4.78 -0.98  -0.006
C -1.26 -3.62 -0.80  -0.154
C -1.38 -2.53 -1.82  -0.139
N -1.73 -1.18 -1.30  -0.206
C -2.16 -0.31 -2.42  -0.159
C -1.32 0.96 -2.60  -0.169
N -0.89 1.51 -1.32  -0.251
C -2.01 1.80 -0.43  -0.164
C -1.68 1.50 1.02  -0.164
N -1.12 0.16 1.31  -0.200
C -2.12 -0.93 1.20  -0.162
C -2.70 -1.21 -0.19  -0.144
C -0.70 0.21 2.75  -0.114
C 0.74 0.14 3.25  -0.138
C 0.76 0.16 4.65  -0.008
C 1.92 0.22 5.38  -0.174
C 3.11 0.30 4.65  0.011
C 3.15 0.30 3.27  -0.078
C 1.94 0.15 2.55  -0.286
O 2.02 -0.01 1.22  -0.388
C 4.50 0.40 2.54  -0.511
C 4.51 1.53 1.50  -0.043
C 5.65 0.71 3.50  -0.074
C 4.79 -0.95 1.88  -0.058
C 1.96 0.26 6.90  -0.557
C 0.59 -0.02 7.51  -0.071
C 2.94 -0.79 7.43  -0.054
C 2.42 1.66 7.35  -0.042
C -0.05 2.72 -1.44  -0.145
C 1.27 2.70 -2.18  -0.114
C 1.88 3.94 -2.16  -0.010
C 3.03 4.23 -2.87  -0.180
C 3.46 3.24 -3.75  -0.008
C 2.88 1.98 -3.83  -0.092
C 1.87 1.62 -2.88  -0.324
O 1.51 0.37 -2.66  -0.339
C 3.32 1.14 -5.04  -0.525
C 4.85 0.95 -5.06  -0.050
C 2.92 1.91 -6.31  -0.057
C 2.65 -0.23 -5.16  -0.068
C 3.71 5.60 -2.75  -0.560
C 2.81 6.67 -3.38  -0.053
C 5.07 5.63 -3.46  -0.072
C 3.94 5.93 -1.27  -0.049
C -0.38 -3.51 0.29  -0.316
O 0.33 -2.42 0.48  -0.341
C -0.28 -4.58 1.21  -0.075
C -1.07 -5.71 0.98  0.022
C 0.62 -4.48 2.45  -0.518
C 0.64 -5.79 3.24  -0.074
C 0.09 -3.38 3.37  -0.031
C 2.07 -4.16 2.06  -0.039
H -3.09 -9.08 0.45  0.081
H -2.77 -7.87 1.69  0.085
H -1.45 -8.49 0.71  0.087
H -2.99 -8.61 -1.91  0.079
H -1.36 -7.90 -1.81  0.089
H -2.68 -6.98 -2.53  0.074
H -4.87 -7.63 -0.50  0.080
H -4.50 -5.99 -1.05  0.074
H -4.52 -6.36 0.68  0.087
H -2.67 -4.83 -1.83  0.110
H -2.14 -2.84 -2.55  0.119
H -0.44 -2.42 -2.39  0.112
H -3.22 -0.06 -2.28  0.109
H -2.11 -0.87 -3.36  0.119
H -1.90 1.70 -3.18  0.134
H -0.42 0.72 -3.16  0.094
H -2.89 1.27 -0.77  0.090
H -2.27 2.87 -0.48  0.135
H -2.59 1.64 1.63  0.138
H -0.95 2.22 1.37  0.075
H -2.96 -0.71 1.87  0.134
H -1.64 -1.83 1.57  0.095
H -3.50 -0.52 -0.41  0.101
H -3.17 -2.20 -0.13  0.130
H -1.25 -0.57 3.27  0.113
H -1.08 1.15 3.14  0.119
H -0.20 0.16 5.16  0.111
H 4.04 0.42 5.19  0.092
H 4.52 2.50 2.00  0.063
H 3.64 1.52 0.84  0.058
H 5.42 1.45 0.89  0.079
H 5.46 1.63 4.07  0.074
H 6.56 0.86 2.92  0.083
H 5.84 -0.11 4.20  0.078
H 3.95 -1.25 1.24  0.014
H 4.92 -1.73 2.64  0.087
H 5.70 -0.90 1.27  0.082
H 0.18 -0.97 7.16  0.083
H -0.13 0.77 7.28  0.083
H 0.68 -0.07 8.60  0.079
H 2.67 -1.79 7.09  0.086
H 2.94 -0.79 8.53  0.078
H 3.96 -0.59 7.11  0.073
H 1.73 2.42 6.98  0.084
H 3.41 1.89 6.95  0.080
H 2.46 1.72 8.44  0.080
H 0.15 3.05 -0.41  0.094
H -0.67 3.49 -1.92  0.131
H 1.43 4.71 -1.54  0.120
H 4.28 3.46 -4.42  0.091
H 5.36 1.85 -5.42  0.074
H 5.12 0.13 -5.73  0.081
H 5.24 0.72 -4.07  0.068
H 3.36 2.91 -6.33  0.072
H 1.83 2.03 -6.35  0.088
H 3.24 1.37 -7.20  0.079
H 2.97 -0.91 -4.38  0.031
H 2.93 -0.67 -6.12  0.083
H 1.57 -0.16 -5.10  0.084
H 2.64 6.46 -4.44  0.084
H 3.27 7.66 -3.29  0.078
H 1.84 6.71 -2.88  0.077
H 4.97 5.50 -4.54  0.077
H 5.72 4.84 -3.08  0.089
H 5.55 6.59 -3.28  0.079
H 3.00 6.00 -0.72  0.076
H 4.45 6.89 -1.17  0.079
H 4.54 5.16 -0.79  0.092
H -1.00 -6.52 1.69  0.079
H -0.34 -6.03 3.67  0.083
H 1.34 -5.69 4.07  0.081
H 0.96 -6.63 2.63  0.086
H -0.95 -3.57 3.64  0.094
H 0.17 -2.41 2.89  0.053
H 0.68 -3.33 4.29  0.090
H 2.42 -4.85 1.29  0.077
H 2.71 -4.27 2.93  0.086
H 2.17 -3.14 1.69  0.055
C 4.36 -3.70 -0.65  -0.310
As 3.22 -2.19 -1.13  1.068
C 4.55 -0.95 -1.84  -0.284
C 2.47 -2.96 -2.77  -0.315
H 5.09 -3.84 -1.45  0.024
H 3.76 -4.59 -0.54  0.010
H 4.87 -3.50 0.29  0.015
H 4.49 -0.91 -2.92  -0.004
H 5.55 -1.27 -1.54  0.026
H 4.37 0.05 -1.45  0.021
H 3.25 -3.37 -3.42  0.031
H 1.92 -2.19 -3.31  -0.013
H 1.79 -3.76 -2.48  0.019
O 1.40 2.81 1.41  -0.130
N 0.57 3.29 2.23  -0.082
C 1.05 3.76 3.39  -0.323
C 0.09 4.20 4.34  -0.232
N -0.70 4.55 5.11  0.107
C 2.44 3.81 3.71  -0.192
N 3.55 3.86 4.00  0.160